[1]
{"formula": "C16H22BrCl10FN2O3S2", "method": "ωB97M-V/def2-TZVPD", "smiles": "O=S(=O)(F)c1c(Br)cc(O)c2nsnc12.ClCCCl.ClCCCl.ClCCCl.ClCCCl.ClCCCl", "max_force_ev_per_a": 6.56, "multiplicity": 1, "homo_ev": -9.04, "orbital_gap_ev": 6.85, "e_lumo_ev": -2.19, "elements": ["O", "S", "O", "F", "C", "C", "Br", "C", "C", "O", "C", "N", "S", "N", "C", "H", "H", "Cl", "C", "C", "Cl", "H", "H", "H", "H", "Cl", "C", "C", "Cl", "H", "H", "H", "H", "Cl", "C", "C", "Cl", "H", "H", "H", "H", "Cl", "C", "C", "Cl", "H", "H", "H", "H", "Cl", "C", "C", "Cl", "H", "H", "H", "H"], "positions_angstrom": [[2.033, 3.431, 1.690], [2.612, 2.025, 1.330], [1.523, 0.887, 1.405], [3.824, 1.594, 2.501], [3.286, 1.945, -0.439], [2.331, 2.547, -1.632], [0.518, 3.332, -1.319], [2.902, 2.483, -3.167], [4.368, 1.800, -3.483], [4.967, 1.652, -4.824], [5.260, 1.189, -2.210], [6.601, 0.488, -2.284], [7.049, 0.060, -0.645], [5.723, 0.619, 0.360], [4.757, 1.248, -0.635], [2.237, 2.904, -4.034], [4.587, 0.811, -5.220], [-2.825, 3.264, -0.662], [-3.915, 1.899, -1.007], [-3.221, 0.790, -1.782], [-2.818, 1.283, -3.446], [-4.784, 2.286, -1.549], [-4.260, 1.517, -0.041], [-3.882, -0.078, -1.861], [-2.297, 0.472, -1.289], [0.860, -2.869, -1.133], [1.955, -3.442, 0.149], [2.756, -2.309, 0.770], [3.949, -1.628, -0.364], [2.607, -4.209, -0.279], [1.329, -3.915, 0.912], [3.316, -2.679, 1.633], [2.107, -1.495, 1.108], [-0.384, -6.760, -0.764], [-0.795, -7.288, 0.886], [-0.859, -6.125, 1.863], [0.746, -5.413, 2.167], [-0.060, -8.037, 1.197], [-1.773, -7.777, 0.827], [-1.238, -6.471, 2.829], [-1.519, -5.331, 1.502], [-2.073, -1.849, 1.216], [-3.700, -2.499, 0.899], [-4.298, -3.176, 2.123], [-3.447, -4.684, 2.540], [-3.632, -3.187, 0.051], [-4.326, -1.653, 0.601], [-5.340, -3.445, 1.927], [-4.273, -2.519, 2.998], [-4.103, 7.878, 0.131], [-3.010, 7.258, 1.392], [-1.548, 7.364, 0.989], [-1.135, 6.253, -0.341], [-3.295, 6.224, 1.610], [-3.192, 7.857, 2.290], [-0.909, 7.096, 1.835], [-1.289, 8.380, 0.675]], "atomic_forces_ev_per_a": [[3.279, -5.383, -1.416], [-6.323, 0.067, 1.763], [4.887, 4.141, -0.169], [-2.002, 0.996, -2.807], [0.666, 0.395, -2.298], [4.287, -1.900, 0.256], [2.658, -1.274, -0.416], [3.164, -1.979, 1.720], [-1.828, 0.186, 2.315], [-2.399, -0.622, 2.949], [1.148, -0.906, 1.715], [-4.283, 1.938, 2.977], [-4.018, 2.288, -1.678], [-1.542, 2.035, -5.893], [0.655, 0.066, -1.620], [1.522, -0.949, 1.894], [0.542, 1.342, 0.754], [-0.153, 0.068, 0.018], [-0.153, -0.283, -0.076], [-0.014, -0.078, 0.300], [0.020, 0.035, 0.016], [0.271, -0.042, 0.034], [0.139, 0.000, -0.137], [0.018, 0.164, 0.011], [-0.159, 0.155, -0.095], [-0.019, 0.058, -0.137], [0.342, 0.192, 0.258], [-0.429, -0.273, 0.148], [-0.261, -0.441, -0.116], [-0.117, 0.208, 0.003], [0.396, 0.696, -0.669], [-0.052, -0.033, -0.164], [0.148, -0.095, -0.196], [0.055, 0.054, 0.028], [-0.023, -0.127, 0.312], [-0.210, -0.266, -0.295], [-0.306, -0.816, 0.740], [-0.092, 0.226, -0.089], [0.111, 0.172, 0.057], [0.083, -0.012, -0.142], [0.597, -0.347, -0.038], [-0.006, -0.043, -0.015], [-0.166, -0.096, -0.036], [-0.296, 0.329, -0.084], [-0.511, 0.302, 0.208], [0.041, 0.080, 0.233], [0.027, -0.142, 0.150], [0.173, 0.029, -0.048], [0.121, -0.158, -0.206], [-0.007, -0.029, -0.038], [0.196, -0.097, 0.248], [-0.081, 0.157, 0.277], [-0.013, 0.130, -0.046], [0.106, 0.198, -0.168], [0.109, -0.045, -0.170], [-0.159, -0.024, -0.099], [-0.138, -0.245, -0.021]], "lowdin_charge": [-0.37, 0.86, -0.38, -0.26, -0.19, -0.49, 0.67, 0.01, -0.09, -0.06, -0.15, -0.27, 0.89, -0.31, -0.28, 0.11, 0.13, 0.51, -0.65, -0.67, 0.54, 0.07, 0.07, 0.07, 0.06, 0.52, -0.71, -0.62, 0.62, 0.07, -0.08, 0.08, 0.05, 0.55, -0.65, -0.69, 0.65, 0.07, 0.07, 0.06, -0.03, 0.56, -0.66, -0.63, 0.63, 0.08, 0.06, 0.07, 0.07, 0.53, -0.66, -0.65, 0.51, 0.07, 0.07, 0.08, 0.07]}

=====

[2]
{"formula": "C16H22CuN3S2Si2", "method": "ωB97M-V/def2-TZVPD", "total_charge": -1, "max_force_ev_per_a": 0.06, "multiplicity": 2, "homo_ev": [-4.52, -5.02], "orbital_gap_ev": [7.00, 7.44], "e_lumo_ev": [2.48, 2.42], "elements": ["Cu", "C", "Si", "C", "C", "C", "C", "C", "C", "C", "C", "N", "Si", "C", "C", "C", "H", "H", "H", "H", "H", "H", "H", "H", "H", "H", "H", "H", "H", "H", "H", "H", "H", "H", "H", "H", "H", "H", "S", "C", "S", "C", "C", "N", "C", "N"], "positions_angstrom": [[-1.117, -0.373, -0.931], [1.036, 0.138, 3.431], [0.342, -0.728, 1.897], [1.336, -2.301, 1.666], [-1.436, -1.184, 2.311], [0.360, 0.355, 0.403], [-0.472, 1.569, 0.560], [-0.220, 2.717, 1.322], [-1.134, 3.753, 1.303], [-2.289, 3.650, 0.533], [-2.482, 2.491, -0.194], [-1.602, 1.495, -0.170], [1.869, 0.666, -0.619], [2.743, -0.902, -1.151], [3.150, 1.744, 0.264], [1.354, 1.611, -2.165], [1.036, -0.536, 4.292], [0.437, 1.013, 3.697], [2.063, 0.472, 3.264], [1.119, -2.989, 2.487], [2.410, -2.104, 1.676], [1.089, -2.806, 0.731], [-1.494, -1.734, 3.254], [-1.867, -1.811, 1.525], [-2.060, -0.291, 2.406], [0.686, 2.774, 1.911], [-0.951, 4.647, 1.887], [-3.019, 4.446, 0.500], [-3.359, 2.339, -0.813], [3.227, -1.412, -0.317], [3.518, -0.649, -1.881], [2.049, -1.600, -1.623], [3.492, 1.268, 1.188], [2.738, 2.722, 0.524], [4.025, 1.911, -0.370], [0.681, 1.012, -2.785], [2.224, 1.874, -2.771], [0.832, 2.537, -1.909], [-0.665, -2.523, -1.584], [-2.104, -2.368, -2.534], [-2.830, -0.802, -2.420], [-2.622, -3.393, -3.297], [-1.993, -4.670, -3.354], [-1.503, -5.712, -3.413], [-3.813, -3.222, -4.060], [-4.782, -3.096, -4.672]], "atomic_forces_ev_per_a": [[-0.052, 0.013, 0.000], [0.000, 0.016, -0.007], [-0.015, -0.024, 0.009], [0.013, 0.004, 0.000], [0.013, -0.001, 0.006], [0.009, 0.007, -0.046], [0.009, 0.005, -0.017], [-0.004, -0.011, 0.010], [-0.013, 0.006, -0.009], [0.006, 0.005, 0.011], [-0.008, -0.013, 0.022], [0.027, 0.049, -0.006], [-0.009, 0.000, 0.019], [0.002, -0.003, 0.007], [-0.003, -0.001, -0.001], [-0.001, 0.004, 0.000], [-0.002, -0.005, -0.002], [0.003, -0.002, 0.005], [0.001, 0.001, 0.002], [-0.003, -0.001, 0.003], [-0.005, -0.001, 0.003], [-0.009, -0.004, -0.007], [-0.005, -0.002, 0.001], [0.001, -0.002, -0.003], [0.000, 0.001, 0.000], [-0.003, 0.000, 0.001], [0.002, -0.001, 0.000], [0.001, 0.001, -0.002], [0.003, 0.003, -0.006], [-0.003, 0.001, -0.006], [-0.001, 0.001, -0.004], [0.008, -0.002, -0.004], [0.001, -0.001, 0.002], [0.002, 0.002, 0.001], [-0.001, 0.000, -0.001], [0.002, -0.003, 0.001], [0.001, 0.001, -0.002], [-0.001, 0.001, -0.001], [0.011, -0.027, 0.010], [-0.005, -0.001, -0.001], [0.025, -0.013, 0.023], [0.014, -0.017, -0.031], [-0.003, 0.000, 0.005], [0.004, -0.001, -0.005], [-0.026, 0.031, 0.045], [0.014, -0.016, -0.026]], "lowdin_spin": [0.51, 0.00, 0.01, 0.00, 0.00, 0.09, 0.01, 0.00, 0.00, 0.00, 0.01, 0.05, 0.01, 0.00, 0.00, 0.00, 0.00, 0.00, 0.00, 0.00, 0.00, 0.00, 0.00, 0.00, 0.00, 0.00, 0.00, 0.00, 0.00, 0.00, 0.00, 0.00, 0.00, 0.00, 0.00, 0.00, 0.00, 0.00, 0.15, 0.01, 0.11, 0.00, 0.01, 0.00, 0.00, 0.00]}

=====

> Among the records above, which one has the lowest multiplicity?

C16H22BrCl10FN2O3S2

=====

> multiplicity of number 2 (C16H22CuN3S2Si2)?

2

=====

> The highest multiplicity belongs to which entry?

C16H22CuN3S2Si2

=====

> Look up the multiplicity of the second one.

2